(1)
Computed, not measured: 2 unconnected molecules or ions with the total composition C4H2O2P, with ωB97M-V/def2-TZVPD.

Each line ends with the Löwdin charge.
CARTESIAN COORDINATES (ANGSTROEM)
C (0.02347, -2.61088, -0.09563)  0.033
C (1.92642, 2.39452, 0.09429)  -0.311
C (-0.78897, -1.71974, 0.10976)  -0.195
C (1.38192, 1.28246, 0.01627)  -0.307
O (-2.04136, 0.28870, -1.26988)  -0.358
O (-2.16446, 0.44992, 1.38251)  -0.365
P (-1.55582, -0.02286, 0.10001)  0.543
H (0.62810, -3.37187, -0.49501)  0.007
H (2.59070, 3.30975, 0.15769)  -0.047

Properties
DFT total energy = -17560.6692 eV
Total charge = -1
Relative energy (zero: lowest compared OMol25 entry of this formula, charge and spin) = 59.75 kcal per mole
Largest force on an atom = 0.0542 hartree/bohr
Gap between HOMO and LUMO = 7.37 eV

=====

(2)
Computed, not measured: 10 unconnected molecules or ions with the total composition C4H29N2O11, with ωB97M-V/def2-TZVPD.

Each line ends with the Löwdin charge.
CARTESIAN COORDINATES (ANGSTROEM)
N (0.43178, 0.17518, -0.91635)  0.199
C (1.76759, 0.70877, -0.61716)  -0.158
C (3.03688, -0.23207, -0.85146)  -0.084
C (3.84424, -0.90511, 0.24870)  -0.244
O (3.01930, -1.30440, 1.34603)  -0.095
C (2.17511, 2.08678, -1.09638)  -0.481
N (1.18465, 2.88354, -1.76105)  0.156
O (3.31062, 2.42577, -1.09342)  0.109
H (-0.41906, 0.86178, -0.96210)  0.142
H (0.15167, -0.60979, -0.38588)  0.060
H (0.30580, -0.35959, -1.78567)  0.122
H (1.73320, 0.86230, 0.47561)  0.156
H (3.76139, 0.24389, -1.40407)  0.092
H (2.56887, -1.01881, -1.28110)  0.078
H (4.54238, -0.15750, 0.62291)  0.119
H (4.39031, -1.75946, -0.28997)  0.155
H (3.30932, -2.29242, 1.40453)  0.142
H (0.26287, 2.54939, -1.97541)  0.050
H (1.54947, 3.79398, -2.18238)  0.149
H (-2.55317, 1.99317, -2.36936)  0.165
H (-2.06032, 0.68355, -1.44559)  -0.045
O (-1.86335, 1.22652, -2.15649)  -0.057
H (-0.85776, 1.65970, 1.67560)  -0.069
H (-0.51094, 3.21541, 1.34143)  0.080
O (-1.04285, 2.43050, 1.25372)  -0.004
H (-0.50664, -2.31173, -2.48494)  0.035
H (-0.21568, -2.32097, -4.05173)  -0.004
O (-0.01777, -1.92244, -3.26070)  -0.041
H (-1.41451, -1.84673, -0.19541)  0.039
H (-0.29044, -2.96634, -0.06284)  0.034
O (-0.55598, -2.25138, -0.58454)  -0.072
H (0.14436, -0.24562, 2.59472)  0.075
H (-1.31644, -0.44152, 2.15523)  0.007
O (-0.47237, -0.06254, 1.90032)  -0.034
H (-1.86309, -4.04147, 1.50880)  0.078
H (-2.73241, -2.91966, 2.19331)  0.046
O (-1.80797, -3.24561, 2.11420)  -0.090
H (-2.78629, 0.94653, 3.97368)  0.104
H (-2.24130, -0.39416, 4.06184)  0.084
O (-2.55347, 0.20492, 3.34926)  -0.074
H (-2.91878, -0.71272, 0.51923)  0.000
H (-3.74711, -1.50446, -0.63162)  0.158
O (-3.01746, -1.61169, 0.11936)  -0.111
H (-2.47260, 1.50056, 0.91477)  -0.005
H (-3.94723, 1.23426, 1.35434)  0.102
O (-3.26418, 0.98500, 0.68120)  -0.070

Properties
DFT total energy = -30114.2250 eV
Total charge = +1
Relative energy (zero: lowest compared OMol25 entry of this formula, charge and spin) = 89.04 kcal per mole
Largest force on an atom = 0.1032 hartree/bohr
Gap between HOMO and LUMO = 10.27 eV

=====

(3)
Computed, not measured: a molecular structure, C7H6IrNO7, with ωB97M-V/def2-TZVPD.

Each line ends with the Löwdin charge.
CARTESIAN COORDINATES (ANGSTROEM)
O (-2.86993, -1.54522, -1.06911)  0.250
C (-1.80718, -1.12285, -1.18485)  -0.152
Ir (0.05723, -0.39466, -1.45911)  1.301
C (1.88225, 0.36942, -1.64353)  -0.160
O (2.93681, 0.82156, -1.73217)  0.239
C (0.32145, -1.32665, -3.26581)  -0.444
O (1.24002, -1.45108, -4.03492)  0.136
C (-0.72510, 1.15417, -2.44292)  -0.163
O (-1.13129, 2.01281, -3.08697)  0.233
C (0.78096, -2.04189, -0.56295)  -0.156
O (1.24127, -3.02245, -0.17224)  0.240
H (-0.70952, -1.78167, -3.44248)  0.117
N (0.60214, 1.42237, 2.96811)  0.215
C (-0.74227, 0.86514, 2.69091)  -0.016
C (-0.53414, -0.00023, 1.44058)  -0.551
O (-0.85831, -1.19433, 1.39557)  0.100
O (0.05707, 0.67138, 0.50010)  -0.074
H (1.25753, 0.64698, 3.13526)  0.194
H (0.62094, 2.01703, 3.79712)  0.192
H (0.91439, 1.96870, 2.15398)  0.175
H (-1.08388, 0.25040, 3.51882)  0.158
H (-1.45044, 1.68107, 2.49663)  0.165

Properties
DFT total energy = -25993.0389 eV
Total charge = +2
Spin multiplicity = 5
Relative energy (zero: lowest compared OMol25 entry of this formula, charge and spin) = 0.00 kcal per mole
Largest force on an atom = 0.0996 hartree/bohr
Gap between HOMO and LUMO (alpha / beta) = 5.69 / 6.02 eV

=====

(4)
Computed, not measured: 11 unconnected molecules or ions with the total composition C41H58F24O25, with ωB97M-V/def2-TZVPD.

Each line ends with the Löwdin charge.
CARTESIAN COORDINATES (ANGSTROEM)
C (-0.52839, 6.07431, 1.57198)  -0.009
C (0.58560, 5.38711, 2.40448)  -0.170
O (1.91021, 5.52682, 1.87419)  0.036
C (2.56590, 6.62318, 2.09291)  -0.438
O (2.19164, 7.57462, 2.68811)  0.173
C (4.00499, 6.59877, 1.43937)  -0.500
F (3.84592, 6.87185, 0.12605)  0.142
F (4.78324, 7.57366, 1.94485)  0.155
F (4.60919, 5.40170, 1.53543)  0.157
H (-0.30852, 6.03263, 0.53660)  0.060
H (-0.57745, 7.04879, 1.94378)  0.056
H (-1.41424, 5.50240, 1.90336)  0.077
H (0.48878, 4.33143, 2.34577)  0.105
H (0.63057, 5.81752, 3.43514)  0.122
C (2.78474, -3.44646, 2.11387)  -0.047
C (1.89576, -4.05835, 1.09271)  -0.229
O (1.83147, -5.50339, 1.19915)  0.033
C (2.81258, -6.12753, 0.51493)  -0.398
O (3.63269, -5.57826, -0.12485)  0.182
C (2.73764, -7.65296, 0.56164)  -0.637
F (2.74295, -8.15014, -0.63690)  0.197
F (3.80948, -8.11353, 1.18138)  0.183
F (1.71492, -8.16562, 1.17596)  0.202
H (3.79982, -3.55240, 1.76493)  0.078
H (2.51698, -3.92772, 3.02075)  0.075
H (2.59136, -2.35861, 2.20252)  0.095
H (2.06731, -3.77217, 0.09385)  0.085
H (0.84350, -3.70749, 1.21264)  0.126
C (1.26986, -2.59154, -3.83410)  -0.047
C (0.80986, -1.15672, -3.75027)  -0.123
O (1.50157, -0.38533, -4.82384)  0.039
C (1.96035, 0.80239, -4.48086)  -0.366
O (1.56145, 1.39844, -3.52333)  0.133
C (3.08599, 1.45774, -5.39311)  -0.553
F (3.12121, 0.65768, -6.47497)  0.147
F (2.81595, 2.68978, -5.78848)  0.184
F (4.25369, 1.44154, -4.79908)  0.202
H (0.99498, -3.15780, -4.72375)  0.093
H (0.89519, -3.04556, -2.91890)  0.067
H (2.35112, -2.68803, -3.96050)  0.086
H (1.18630, -0.79232, -2.75793)  0.122
H (-0.21214, -0.88543, -3.87987)  0.120
C (-2.65047, -5.99007, 1.16328)  -0.026
C (-3.67716, -5.21652, 1.96980)  -0.186
O (-4.96491, -5.74613, 1.66917)  0.025
C (-5.95008, -5.22126, 2.36717)  -0.414
O (-5.80491, -4.43438, 3.24605)  0.182
C (-7.27687, -5.85694, 1.91657)  -0.533
F (-7.79226, -6.54021, 2.94761)  0.163
F (-8.20978, -4.90754, 1.62160)  0.139
F (-7.18173, -6.67374, 0.88907)  0.184
H (-2.72952, -5.75385, 0.11131)  0.042
H (-2.62926, -7.04644, 1.31333)  0.081
H (-1.70833, -5.62204, 1.51924)  0.077
H (-3.71834, -4.12485, 1.74600)  0.129
H (-3.57868, -5.33617, 3.02257)  0.120
C (3.19433, 5.98064, -3.95278)  -0.029
C (2.65119, 4.90048, -2.98089)  -0.160
O (1.25081, 4.73054, -3.27669)  0.048
C (0.45379, 4.33184, -2.31315)  -0.407
O (0.67078, 4.10142, -1.17090)  0.165
C (-1.03477, 4.18739, -2.83208)  -0.472
F (-1.26762, 3.18448, -3.72030)  0.143
F (-1.87875, 3.98615, -1.80643)  0.142
F (-1.41052, 5.36904, -3.40075)  0.133
H (4.18923, 6.24753, -3.67767)  0.072
H (2.61007, 6.88775, -3.87029)  0.081
H (3.17805, 5.69210, -4.96519)  0.058
H (2.74572, 5.25965, -1.98308)  0.109
H (3.17425, 3.98487, -3.18531)  0.100
C (-2.03090, -5.80597, -2.64244)  -0.059
C (-1.20018, -4.84451, -3.40554)  -0.126
O (0.11509, -5.42006, -3.98753)  0.036
C (1.08518, -5.54082, -3.11359)  -0.446
O (1.07952, -5.21827, -1.96497)  0.157
C (2.39468, -6.07917, -3.76961)  -0.460
F (2.90219, -7.11462, -2.96138)  0.098
F (2.24661, -6.49714, -5.01451)  0.186
F (3.36324, -5.13813, -3.75346)  0.148
H (-1.54210, -6.38968, -1.86150)  0.084
H (-2.59749, -6.45546, -3.27849)  0.080
H (-2.74160, -5.21731, -1.97761)  0.075
H (-1.03113, -3.92319, -2.82263)  0.087
H (-1.70261, -4.70630, -4.33904)  0.122
C (5.11326, 6.37363, 5.82375)  -0.042
C (3.72616, 5.70248, 5.84349)  -0.187
O (3.88194, 4.35730, 5.38726)  0.047
C (2.76267, 3.72620, 5.12776)  -0.375
O (1.64395, 4.14989, 5.34316)  0.139
C (3.05916, 2.32475, 4.51960)  -0.572
F (3.84159, 2.30782, 3.48529)  0.208
F (3.67474, 1.58926, 5.46607)  0.163
F (1.89367, 1.80247, 4.14536)  0.169
H (5.79336, 5.90702, 6.51855)  0.073
H (4.89195, 7.42592, 6.16855)  0.102
H (5.55393, 6.46160, 4.84988)  0.062
H (3.03456, 6.19776, 5.13841)  0.123
H (3.32562, 5.75212, 6.83573)  0.122
C (-1.07189, 1.42197, 1.38159)  -0.038
C (-2.42761, 1.01145, 0.87882)  -0.182
O (-2.42468, -0.41263, 0.65630)  0.016
C (-1.71249, -0.87125, -0.41033)  -0.338
O (-0.94701, -0.22670, -1.08543)  0.161
C (-2.11152, -2.31258, -0.70022)  -0.497
F (-1.12822, -3.26771, -0.60380)  0.130
F (-3.06036, -2.72793, 0.11164)  0.173
F (-2.56453, -2.32907, -1.97209)  0.157
H (-0.98931, 0.85015, 2.37227)  0.124
H (-1.01849, 2.42446, 1.63925)  0.037
H (-0.30466, 1.19700, 0.69394)  0.052
H (-2.71627, 1.48997, -0.10759)  0.145
H (-3.25138, 1.24071, 1.52903)  0.116
C (2.97391, 1.84377, -1.08687)  0.000
O (3.82364, 0.85921, -1.73866)  -0.008
C (3.66601, -0.37502, -1.35311)  -0.626
O (3.10243, -0.74127, -0.36626)  0.133
O (4.37702, -1.16335, -2.23181)  -0.007
C (4.42866, -2.55111, -1.89750)  -0.039
H (2.03518, 1.37096, -0.83949)  0.082
H (2.93807, 2.58062, -1.90652)  0.059
H (3.52322, 2.15644, -0.15275)  0.124
H (3.50015, -2.93494, -2.08567)  0.028
H (4.59381, -2.78558, -0.85901)  0.090
H (5.17332, -3.00307, -2.56263)  0.113
C (-4.97709, 4.26533, 3.23104)  -0.039
O (-4.29856, 4.89689, 4.31807)  -0.004
C (-3.02716, 4.56973, 4.51566)  -0.667
O (-2.36095, 4.02126, 3.70620)  0.132
O (-2.71586, 5.12637, 5.65064)  0.038
C (-1.33771, 4.96352, 6.02669)  0.008
H (-5.11890, 3.16475, 3.43387)  0.111
H (-4.43907, 4.38140, 2.30884)  0.078
H (-5.98037, 4.73070, 3.21827)  0.102
H (-1.14747, 4.02283, 6.38347)  0.077
H (-1.12070, 5.72787, 6.73555)  0.098
H (-0.85671, 5.22070, 5.11839)  0.062
C (-5.66334, -0.76650, -4.37219)  0.014
O (-5.92114, -2.17768, -4.06616)  0.023
C (-5.68663, -2.50973, -2.81943)  -0.662
O (-5.53021, -1.67703, -1.96727)  0.101
O (-5.69377, -3.82147, -2.75599)  0.041
C (-5.73892, -4.27411, -1.42131)  -0.042
H (-5.57685, -0.25657, -3.44773)  0.076
H (-6.47739, -0.48606, -5.00145)  0.085
H (-4.83828, -0.65175, -5.05021)  0.088
H (-5.89206, -3.51261, -0.65180)  0.103
H (-4.82057, -4.74496, -1.18813)  0.054
H (-6.54266, -5.05372, -1.44152)  0.119

Properties
DFT total energy = -159865.0133 eV
Total charge = 0
Structure (SMILES) = CCOC(=O)C(F)(F)F.CCOC(=O)C(F)(F)F.CCOC(=O)C(F)(F)F.CCOC(=O)C(F)(F)F.CCOC(=O)C(F)(F)F.CCOC(=O)C(F)(F)F.CCOC(=O)C(F)(F)F.CCOC(=O)C(F)(F)F.COC(=O)OC.COC(=O)OC.COC(=O)OC
Largest force on an atom = 0.0648 hartree/bohr
Gap between HOMO and LUMO = 11.31 eV

=====

(5)
Computed, not measured: CH2N3P in the gas phase, with ωB97M-V/def2-TZVPD.

Each line ends with the Löwdin charge.
CARTESIAN COORDINATES (ANGSTROEM)
C (-0.62694, 0.26681, -0.62337)  -0.364
N (-1.33046, -0.45162, 0.21844)  -0.190
N (-0.99081, -1.01903, 1.17938)  0.123
N (1.07368, -0.64022, 1.32399)  -0.301
P (0.99499, 0.17979, 0.06129)  0.728
H (-1.03242, 0.77000, -1.47791)  0.040
H (1.91195, 0.89425, -0.68181)  -0.037

Properties
DFT total energy = -14823.6393 eV
Total charge = 0
Relative energy (zero: lowest compared OMol25 entry of this formula, charge and spin) = 69.00 kcal per mole
Largest force on an atom = 0.0389 hartree/bohr
Gap between HOMO and LUMO = 9.24 eV

=====

Which value of largest force on an atom does entry 3 give?
0.0996 hartree/bohr